{"formula": "C40H30O6", "method": "wB97M-V/def2-TZVPD", "smiles": "Cc1cccc(C[C@@H]2CCOC2=O)c1.O=C1c2ccccc2C(=O)c2ccccc21.O=C1c2ccccc2C(=O)c2ccccc21", "de_lowest_kcal_mol": 0.0, "e_homo_ha": -0.332, "homo_lumo_gap_ev": 8.061, "elements": ["C", "C", "C", "C", "C", "C", "C", "C", "C", "C", "O", "C", "O", "C", "H", "H", "H", "H", "H", "H", "H", "H", "H", "H", "H", "H", "H", "H", "O", "C", "C", "C", "C", "C", "C", "C", "C", "O", "C", "C", "C", "C", "C", "C", "H", "H", "H", "H", "H", "H", "H", "H", "O", "C", "C", "C", "C", "C", "C", "C", "C", "O", "C", "C", "C", "C", "C", "C", "H", "H", "H", "H", "H", "H", "H", "H"], "xyz": [[2.345, 0.414, -1.024], [1.152, -0.395, -1.448], [1.182, -1.035, -2.695], [0.107, -1.817, -3.098], [-1.004, -1.969, -2.276], [-1.045, -1.326, -1.035], [-2.281, -1.463, -0.175], [-3.320, -0.333, -0.386], [-4.466, -0.665, -1.327], [-4.064, 0.079, -2.601], [-3.364, 1.259, -2.133], [-2.774, 0.965, -0.959], [-2.012, 1.710, -0.445], [0.041, -0.548, -0.629], [2.662, 1.082, -1.816], [2.163, 0.962, -0.108], [3.174, -0.271, -0.844], [2.052, -0.925, -3.321], [0.149, -2.307, -4.060], [-1.828, -2.590, -2.591], [-2.012, -1.510, 0.872], [-2.748, -2.401, -0.455], [-3.672, -0.024, 0.595], [-4.592, -1.706, -1.612], [-5.417, -0.286, -0.964], [-4.870, 0.375, -3.253], [-3.303, -0.518, -3.100], [0.015, -0.042, 0.322], [5.398, -2.379, -0.791], [5.774, -3.446, -1.230], [7.081, -4.029, -0.815], [7.863, -3.347, 0.108], [9.068, -3.887, 0.525], [9.497, -5.110, 0.022], [8.727, -5.789, -0.907], [7.519, -5.251, -1.332], [6.713, -5.990, -2.345], [7.116, -7.026, -2.829], [5.396, -5.417, -2.743], [4.608, -6.101, -3.660], [3.372, -5.594, -4.024], [2.916, -4.401, -3.472], [3.701, -3.712, -2.565], [4.942, -4.214, -2.199], [7.520, -2.398, 0.497], [9.674, -3.355, 1.246], [10.435, -5.533, 0.356], [9.056, -6.738, -1.307], [4.968, -7.029, -4.082], [2.759, -6.130, -4.736], [1.946, -4.010, -3.747], [3.351, -2.784, -2.132], [-3.489, 7.786, 3.356], [-4.013, 6.692, 3.396], [-4.660, 6.199, 4.646], [-4.679, 7.021, 5.766], [-5.299, 6.592, 6.927], [-5.903, 5.340, 6.975], [-5.878, 4.513, 5.865], [-5.255, 4.937, 4.698], [-5.224, 4.026, 3.519], [-5.698, 2.910, 3.582], [-4.598, 4.527, 2.264], [-4.587, 3.710, 1.142], [-4.027, 4.162, -0.040], [-3.475, 5.436, -0.106], [-3.476, 6.254, 1.011], [-4.034, 5.804, 2.201], [-4.210, 7.993, 5.719], [-5.314, 7.234, 7.798], [-6.394, 5.010, 7.881], [-6.341, 3.537, 5.895], [-5.019, 2.721, 1.203], [-4.016, 3.523, -0.911], [-3.039, 5.788, -1.031], [-3.043, 7.244, 0.969]]}